Formula: C16H37N6RuSb
Source: the Open Molecules 2025 dataset
Level of theory: the ωB97M-V functional and the def2-TZVPD basis

Each line ends with the Mulliken charge.
Geometry (Å):
Ru -0.1436 0.1942 -0.8643  -0.2028
C -2.8367 1.1926 -2.1646  -0.8416
C -2.7093 1.4524 -0.6784  -0.3899
N -1.3429 1.8993 -0.3187  -0.0804
C -0.8660 3.1413 -0.9900  -0.8024
C 0.5815 2.9910 -1.3837  -0.5618
N 0.9024 1.6624 -1.9645  0.0679
C 0.6220 1.4493 -3.4026  -0.7086
C -0.8527 1.4868 -3.6880  -0.8128
N -1.5592 0.6518 -2.6843  -0.2322
H -3.1180 2.0898 -2.7150  0.3346
H -3.6507 0.4828 -2.3078  0.4501
H -2.8907 0.5223 -0.1325  0.2296
H -3.4636 2.1734 -0.3511  0.5044
H -1.3138 2.0303 0.6897  0.3764
H -0.9302 3.9950 -0.3140  0.6028
H -1.5199 3.3643 -1.8271  0.1959
H 1.1981 3.0923 -0.4907  0.2295
H 0.8622 3.7934 -2.0714  0.5260
H 1.9019 1.5261 -1.8432  0.3162
H 1.0199 0.4657 -3.6579  0.4123
H 1.1478 2.1891 -4.0121  0.4296
H -1.0134 1.1173 -4.7014  0.5126
H -1.2431 2.5017 -3.6699  0.2727
H -1.7281 -0.2585 -3.0961  0.4216
C -0.3788 0.1685 4.5228  -0.7334
C -1.2000 -0.5318 3.4604  -0.5693
N -0.6077 -0.2432 2.1438  0.3185
C 0.6945 0.0296 1.9275  0.1443
N 1.0938 0.2815 0.6321  0.9187
C 2.5189 0.5791 0.3912  -1.1171
C 3.4171 -0.0943 1.4088  -0.7550
C 2.9630 0.3317 2.7832  -0.7248
N 1.5268 0.0643 2.9513  0.0932
C 1.0795 -0.1875 4.3359  -0.6948
H -0.7056 -0.1460 5.5121  0.3847
H -0.5160 1.2495 4.4551  0.3125
H -2.2265 -0.1704 3.4598  0.3950
H -1.2195 -1.6094 3.6345  0.3089
H -1.1929 -0.3425 1.3312  -0.2762
H 2.6752 1.6628 0.4471  0.3244
H 2.7722 0.2500 -0.6162  0.4398
H 4.4503 0.2109 1.2514  0.4384
H 3.3652 -1.1803 1.3065  0.2368
H 3.1479 1.3981 2.9361  0.2928
H 3.4974 -0.2068 3.5633  0.5245
H 1.7118 0.3992 4.9998  0.5005
H 1.2557 -1.2401 4.5720  0.3100
C 0.4215 -3.5942 -2.7136  -1.1677
Sb -0.3235 -2.5433 -1.0371  0.6212
C 0.6697 -3.4984 0.5688  -1.1810
C -2.2751 -3.3392 -0.8125  -1.2514
H 0.2925 -4.6517 -2.4864  0.4025
H 1.4763 -3.3750 -2.8590  0.4027
H -0.1424 -3.3416 -3.6084  0.4127
H 0.5169 -4.5696 0.4404  0.5008
H 0.2446 -3.1868 1.5208  0.3217
H 1.7358 -3.2838 0.5409  0.3741
H -2.1559 -4.4221 -0.7899  0.4198
H -2.9095 -3.0673 -1.6534  0.4035
H -2.7268 -3.0060 0.1192  0.4190

Kohn-Sham gap (spin up / spin down) (eV): 7.0912 / 7.2369
2S+1: 2
M (g mol⁻¹): 536.34
Total charge: +3
Max |F| (eV Å⁻¹): 2.5
⟨S²⟩: 0.760



Formula: C16H37NSi4Sn
Source: the Open Molecules 2025 dataset
Level of theory: the ωB97M-V functional and the def2-TZVPD basis

Each line ends with the Mulliken charge.
Geometry (Å):
C -3.1233 1.7991 -2.5937  -0.6435
C -4.1166 0.7837 -2.4976  -0.6639
C -3.5743 -0.4052 -3.1636  -0.5704
C -2.2339 -0.0949 -3.5591  -0.6006
C -1.9777 1.2526 -3.2268  -0.1751
Sn -2.8099 -0.6294 -0.8507  0.1780
N -0.8615 1.5573 0.2093  0.4661
C -1.9066 2.0081 1.1507  -0.4011
C -3.1828 1.1321 0.9401  -1.1727
H -4.1500 -1.2716 -3.4616  0.5454
H -5.1599 0.9388 -2.2133  0.3741
H -1.5605 -0.7375 -4.1041  0.4989
H -1.0711 1.8185 -3.4694  0.4469
H -3.2472 2.8530 -2.2981  0.3666
H -3.9378 1.8113 0.4911  0.3756
H -2.1546 3.0628 0.9454  0.4120
H -0.9541 2.0657 -0.6763  0.0406
H -3.5441 0.7607 1.9232  0.2373
H -1.5632 1.9281 2.1983  0.2382
C 2.7448 2.4534 -0.1316  -1.1228
Si 1.9679 1.4417 1.2514  0.1880
C 3.3196 0.4489 2.1232  -1.1585
C 1.1765 2.5786 2.5177  -1.1776
Si 0.2448 0.1458 0.2751  -1.3184
Si 1.4247 -0.9855 -1.4259  0.5178
C 3.1340 -1.5308 -0.8783  -1.1722
C 0.4619 -2.4942 -1.9695  -0.9884
C 1.6371 0.1992 -2.8712  -0.9760
Si -0.1902 -1.6616 1.7812  0.8974
C 1.3823 -2.6117 2.1785  -1.1633
C -0.8831 -0.7179 3.2522  -0.9723
C -1.4191 -3.0016 1.2652  -0.5469
H 3.4681 3.1318 0.3443  0.3820
H 1.9918 3.0657 -0.6496  0.2829
H 3.2723 1.8442 -0.8758  0.2223
H 4.0417 1.1946 2.4937  0.3849
H 2.9288 -0.1039 2.9881  0.2476
H 3.8535 -0.2490 1.4651  0.3011
H 0.3187 3.1218 2.1006  0.2563
H 0.8598 2.0410 3.4201  0.2604
H 1.9452 3.3110 2.8022  0.4352
H 3.1388 -2.2166 -0.0238  0.1862
H 3.5363 -2.0681 -1.7480  0.3882
H 3.8118 -0.6963 -0.6632  0.2426
H -0.5721 -2.2823 -2.2812  0.1962
H 1.0144 -2.8638 -2.8443  0.3794
H 0.4508 -3.2816 -1.2062  0.2010
H 0.6764 0.5096 -3.3030  0.0346
H 2.2243 1.0907 -2.6140  0.2535
H 2.1923 -0.3862 -3.6213  0.3433
H 2.1847 -1.9926 2.5905  0.2315
H 1.0940 -3.3542 2.9366  0.3514
H 1.7705 -3.1570 1.3069  0.1113
H -1.7348 -0.0710 2.9954  0.0903
H -1.2337 -1.4909 3.9531  0.4217
H -0.1100 -0.1145 3.7496  0.2121
H -2.4481 -2.6254 1.1551  0.0228
H -1.1323 -3.5136 0.3381  0.1513
H -1.4150 -3.7409 2.0792  0.4508

Kohn-Sham gap (spin up / spin down) (eV): 2.3176 / 2.3184
M (g mol⁻¹): 474.53
Total charge: -2
Max |F| (eV Å⁻¹): 2.8



Formula: C16H38AlN5Se3SiTe
Source: the Open Molecules 2025 dataset
Level of theory: the ωB97M-V functional and the def2-TZVPD basis

Each line ends with the Mulliken charge.
Geometry (Å):
Al 0.1488 -0.2620 0.6533  -2.0012
Se 1.9319 -1.1359 2.0085  -0.2715
Se 0.6016 -2.6476 3.2632  -0.2334
Te 0.5711 -4.8015 2.0269  -0.0451
Se -1.3770 -4.6133 0.4894  -0.7281
C 3.6860 -0.3045 -3.3831  -1.1536
N 2.9181 0.4498 -2.4026  0.1919
C 3.1059 1.8905 -2.3341  -1.1269
C 2.0430 -0.1351 -1.5628  0.6433
N 1.2744 0.5293 -0.7505  0.3120
N 1.9650 -1.5055 -1.5904  -0.0135
C 0.8774 -2.2832 -1.2031  0.4821
N 0.8903 -3.5485 -1.6114  -0.2356
N -0.1098 -1.7633 -0.5350  0.6401
H 4.0131 0.3731 -4.1659  0.3547
H 3.0751 -1.0746 -3.8543  0.4242
H 4.5717 -0.7649 -2.9355  0.3136
H 3.9603 2.1629 -2.9451  0.3440
H 3.3150 2.2121 -1.3119  0.3906
H 2.2311 2.4295 -2.7086  0.3371
H 1.3455 1.5333 -0.8300  -0.0850
H 2.7210 -2.0016 -2.0270  0.2751
H 1.7237 -3.9597 -1.9966  0.2007
H 0.2450 -4.1912 -1.0939  0.0205
H -0.8270 -2.4698 -0.3405  -0.0787
C -3.8079 2.7028 -0.0688  -1.7471
C -2.8654 1.5080 -0.2255  2.3955
C -3.7017 0.2398 -0.4302  -1.9094
C -2.0237 1.6673 -1.5019  -1.5129
Si -1.6542 1.2528 1.2830  -0.0246
C -0.7719 2.9345 1.7978  2.4419
C 0.5573 2.5671 2.4753  -1.5631
C -1.5975 3.8082 2.7450  -1.8511
C -0.4028 3.7635 0.5617  -1.6439
C -2.5204 0.3635 2.7865  2.3262
C -1.5601 0.3883 3.9830  -1.7507
C -2.7078 -1.1162 2.4087  -1.5268
C -3.8675 0.9504 3.2146  -1.8303
H -4.4928 2.7648 -0.9209  0.5098
H -3.2610 3.6443 -0.0135  0.2770
H -4.4092 2.6114 0.8373  0.2993
H -4.2762 0.3135 -1.3590  0.6147
H -4.4095 0.0903 0.3836  0.3219
H -3.0594 -0.6413 -0.5015  0.2852
H -2.6605 1.6075 -2.3904  0.5593
H -1.2871 0.8621 -1.5633  0.2178
H -1.4965 2.6194 -1.5372  0.2719
H 0.4069 2.0836 3.4377  0.2382
H 1.1715 3.4590 2.6392  0.5448
H 1.1335 1.8804 1.8487  0.2258
H -1.8155 3.2857 3.6756  0.2941
H -2.5440 4.1019 2.2872  0.3260
H -1.0463 4.7201 2.9978  0.5103
H 0.1398 3.1535 -0.1653  -0.1097
H 0.2445 4.5987 0.8482  0.6066
H -1.2811 4.1804 0.0708  0.2908
H -0.5637 0.0551 3.6834  0.1514
H -1.9097 -0.2883 4.7681  0.5072
H -1.4744 1.3832 4.4212  0.3247
H -1.8048 -1.5201 1.9407  0.1586
H -3.5350 -1.2717 1.7198  0.2191
H -2.9030 -1.7194 3.2989  0.4813
H -3.7686 1.9938 3.5200  0.3165
H -4.2685 0.3856 4.0618  0.5173
H -4.5999 0.8993 2.4075  0.2790

Kohn-Sham gap (eV): 5.9763
M (g mol⁻¹): 720.06
Total charge: 0
Max |F| (eV Å⁻¹): 0.9



The highest M belongs to which entry?
C16H38AlN5Se3SiTe